Entry 1:
ORCA calculation (ωB97M-V with the def2-TZVPD basis set) on a structure of composition C11H19Hg3O13S2 at a distorted geometry.

XYZ file:
```
48
Properties=species:S:1:pos:R:3:forces:R:3
Hg -21.646 20.372 -2.446 1.634 -1.857 0.265
Hg -23.261 22.434 1.637 2.522 -0.166 0.841
Hg -22.454 19.791 4.155 1.229 -1.377 -1.067
O -18.452 17.532 -2.628 -1.071 0.416 0.066
C -19.366 18.218 -1.928 1.152 0.955 1.007
O -19.234 18.502 -0.762 -0.350 -0.593 -0.035
O -20.372 18.613 -2.702 -1.419 0.903 -1.478
H -18.715 17.632 -3.558 0.370 -0.403 -0.114
O -19.749 24.044 3.766 -0.453 -0.805 0.257
C -20.141 23.079 2.943 1.337 0.539 -2.733
O -19.372 22.611 2.112 -0.035 -0.158 0.706
O -21.380 22.664 2.951 -2.962 -0.639 0.770
H -18.787 24.044 3.612 -0.074 0.604 0.269
O -21.459 18.247 1.356 -0.527 0.118 -0.657
C -21.926 19.386 0.911 0.317 1.693 -0.721
O -21.854 19.668 -0.305 -0.774 -0.070 0.670
O -22.382 20.233 1.790 -0.728 0.038 0.488
H -21.039 17.877 0.545 0.467 -0.289 0.465
C -17.158 17.652 4.552 -2.479 0.209 0.742
C -16.655 19.118 4.511 0.668 -1.228 1.510
C -17.834 20.028 4.303 -1.033 0.816 -1.171
S -19.066 19.098 3.364 2.162 0.069 -0.488
O -19.092 19.558 2.009 -0.792 0.133 -0.042
O -20.334 19.107 4.154 -1.040 -0.017 0.505
C -18.238 17.505 3.441 1.414 0.088 -0.311
H -17.780 17.496 5.442 0.645 0.212 0.505
H -16.416 16.862 4.574 0.176 0.133 -0.464
H -15.808 19.238 3.839 -0.419 0.226 -0.521
H -16.213 19.285 5.496 -0.067 0.266 -0.012
H -17.642 20.862 3.623 0.197 -0.003 0.050
H -18.425 20.448 5.118 0.622 -0.350 0.623
H -17.605 17.488 2.549 -0.840 -0.001 -0.613
H -18.949 16.686 3.467 0.082 -0.084 0.208
C -25.701 15.686 1.778 0.927 1.190 -0.815
C -25.832 14.975 3.114 -0.812 1.062 0.054
C -25.287 15.997 4.156 0.615 -0.925 -0.497
S -23.831 16.759 3.362 -1.121 -2.429 -0.267
O -22.630 16.090 3.763 0.365 0.701 0.389
O -23.913 18.247 3.486 0.120 1.020 0.223
C -24.260 16.205 1.691 0.371 0.788 -0.122
H -26.335 16.578 1.747 -0.260 -0.177 0.189
H -25.897 15.168 0.841 -0.209 -0.545 0.350
H -25.401 13.980 3.145 0.189 0.074 0.112
H -26.900 14.950 3.330 0.045 -0.663 0.092
H -24.870 15.463 5.008 -0.236 0.404 0.390
H -26.077 16.712 4.361 0.310 0.277 0.325
H -23.537 15.430 1.436 0.060 -0.050 0.248
H -24.075 17.064 1.045 -0.293 -0.104 -0.193
```
Forces are in eV/Å.

Properties
E_tot = -72492.6521 eV
E_HOMO = -18.07 eV
Strongest force on any atom = 0.0608 hartree/bohr
Orbital gap = 4.49 eV
Total charge = +3

=====

Entry 2:
ORCA calculation (ωB97M-V with the def2-TZVPD basis set) on the ion C11H19N2 with charge +1 at a distorted geometry.

XYZ file:
```
32
Properties=species:S:1:pos:R:3:forces:R:3
C -2.014 -1.856 -0.956 -0.287 0.413 0.306
C -0.434 -0.649 -0.099 2.865 0.026 0.996
C 2.152 -1.088 1.213 -2.262 -0.105 0.583
C -2.709 -0.562 -0.616 -0.399 -0.592 -0.666
C 2.029 -1.146 -0.651 0.018 -0.034 -1.081
C 3.265 -1.134 0.274 -0.065 -0.095 -0.041
C 0.988 -0.346 0.257 0.186 0.619 0.239
C 1.407 1.853 -1.022 -0.025 -0.038 0.228
C -1.999 -0.111 1.662 -0.204 -0.219 0.965
C -1.751 1.583 -0.031 0.106 0.975 -0.172
C 1.346 1.145 0.334 0.042 0.020 -0.449
N -0.768 -1.813 -0.645 -0.020 -0.465 -0.306
N -1.700 0.137 0.238 0.366 -0.389 -0.075
H -2.463 -2.671 -1.482 -0.209 -0.313 -0.110
H 1.844 -2.038 1.644 0.002 -0.090 -0.048
H -2.886 0.019 -1.528 0.051 0.066 0.158
H -3.655 -0.687 -0.092 0.054 0.148 0.104
H 2.203 -0.552 -1.545 -0.034 0.030 -0.164
H 1.663 -2.134 -0.904 0.060 0.064 0.057
H 3.882 -2.025 0.303 -0.081 -0.041 -0.072
H 3.870 -0.244 0.152 -0.049 0.167 -0.002
H 2.378 1.700 -1.487 0.031 0.007 -0.094
H 1.276 2.923 -0.897 -0.029 0.155 -0.089
H 0.649 1.480 -1.708 -0.068 0.011 -0.143
H -2.940 0.368 1.937 0.039 0.044 -0.117
H -2.083 -1.184 1.835 0.045 0.031 -0.118
H -1.196 0.284 2.283 0.026 0.032 -0.143
H -1.188 2.139 0.714 -0.036 -0.153 -0.037
H -1.350 1.801 -1.017 -0.029 -0.126 0.028
H -2.787 1.918 0.014 -0.017 -0.157 0.023
H 0.650 1.642 1.004 0.029 0.013 0.139
H 2.320 1.246 0.812 -0.105 -0.002 0.100
```
Forces are in eV/Å.

Properties
E_tot = -14683.6916 eV
E_HOMO (alpha / beta) = -11.31 / -10.60 eV
Strongest force on any atom = 0.0590 hartree/bohr
Orbital gap (alpha / beta) = 8.04 / 6.08 eV
Total charge = +1
ΔE to the lowest compared entry with this formula, charge and spin = 135.0 kcal per mole

=====

Entry 3:
ORCA calculation (ωB97M-V with the def2-TZVPD basis set) on the ion C11H19N3O with charge +2 at a distorted geometry.

XYZ file:
```
34
Properties=species:S:1:pos:R:3:forces:R:3
C -0.712 -0.005 -1.595 4.080 1.675 1.383
C -2.837 -1.049 -0.283 -1.499 3.131 2.489
C -2.528 1.509 -0.164 -2.747 -2.817 0.489
C 1.837 1.091 0.211 0.610 0.760 -0.392
C 1.613 -1.373 0.461 2.986 -0.454 -1.466
C 3.037 0.944 1.170 2.684 1.633 -0.084
C 2.842 -1.370 1.392 -1.681 1.447 2.839
C -1.646 -0.754 0.617 0.254 2.766 -0.664
C -1.516 0.782 0.723 0.201 -0.030 -0.222
C -2.969 0.290 -1.095 -2.015 1.062 0.060
C -0.434 0.011 -0.052 -2.625 -0.027 -1.230
N -1.900 0.192 -2.044 -0.100 -0.589 -0.063
N 0.262 -0.028 -2.522 2.021 -0.230 -0.395
N 0.908 -0.011 0.568 -0.372 -2.030 2.134
O 3.636 -0.315 0.975 0.672 0.743 0.305
H -2.617 -1.835 -0.897 -0.143 -2.293 -1.640
H -3.738 -1.182 0.398 1.098 -0.192 -1.014
H -3.534 1.694 0.399 2.221 0.492 -0.725
H -2.208 2.246 -0.907 0.050 0.504 1.014
H 1.360 2.070 0.374 -0.164 -0.466 -0.079
H 2.092 0.996 -0.899 0.111 0.122 1.840
H 2.183 -1.195 -0.479 -0.986 -1.178 -0.077
H 1.094 -2.350 0.541 -0.683 1.242 -0.236
H 3.835 1.700 0.814 -1.301 -1.054 0.491
H 2.990 1.182 2.327 -0.960 -0.461 -2.176
H 2.482 -1.216 2.514 0.500 -0.049 -1.765
H 3.502 -2.208 1.494 -0.258 -1.001 -0.733
H -1.400 -1.419 1.397 0.208 -0.515 0.949
H -1.207 1.281 1.638 0.157 -0.237 -0.080
H -3.973 0.648 -1.600 2.019 -1.550 0.796
H -1.947 0.285 -3.040 -0.755 0.197 -0.504
H 1.277 0.309 -2.528 -2.303 -0.927 0.680
H -0.031 -0.336 -3.436 0.137 0.149 -0.317
H 0.931 0.069 1.647 -1.417 0.176 -1.607
```
Forces are in eV/Å.

Properties
SMILES string = [NH2+]=C1N[C@H]2C[C@@H]3[C@H](C2)[C@]13[NH+]1CCOCC1
E_tot = -18213.7069 eV
E_HOMO = -17.27 eV
Strongest force on any atom = 0.0899 hartree/bohr
Orbital gap = 10.42 eV
Total charge = +2
ΔE to the lowest compared entry with this formula, charge and spin = 73.9 kcal per mole

=====

Entry 4:
ORCA calculation (ωB97M-V with the def2-TZVPD basis set) on a structure of composition C11H20AlBIO8 at a distorted geometry.

XYZ file:
```
42
Properties=species:S:1:pos:R:3:forces:R:3
C -0.751 -1.056 3.388 0.269 0.302 0.048
C 0.530 -1.153 2.972 -0.208 -1.573 -0.413
Al 0.866 -0.806 1.051 0.073 -0.563 0.076
I 2.238 -2.852 0.007 0.055 -0.104 -0.213
C 2.046 0.812 0.872 0.029 0.783 0.076
B 1.056 1.902 0.455 -0.046 0.171 -0.142
O 0.380 2.704 1.400 -0.236 -0.403 -0.134
O 0.759 2.134 -0.902 -0.026 -0.480 0.092
H -1.522 -1.641 2.888 -0.348 1.137 -0.868
H -1.092 -0.365 4.160 0.106 -1.002 0.989
H 1.334 -1.317 3.695 0.148 1.765 0.268
H -0.508 -0.621 0.229 -0.007 -0.052 -0.043
H 2.819 0.648 0.121 -0.017 -0.237 0.025
H 2.473 1.080 1.842 0.131 -0.304 0.028
H -0.471 2.323 1.652 0.055 0.129 0.240
H -0.178 1.956 -1.046 0.028 0.361 -0.088
C -4.236 5.455 1.151 0.143 -0.077 -0.211
C -4.366 4.199 1.980 -0.038 0.255 -0.038
C -4.578 4.434 3.463 -0.055 -0.034 0.032
O -3.960 3.288 4.050 0.035 0.080 -0.006
C -2.998 2.854 3.191 0.049 -0.031 -0.079
O -2.156 2.065 3.455 -0.008 -0.022 0.020
O -3.138 3.458 1.987 -0.076 -0.051 0.024
H -3.255 5.905 1.302 -0.037 0.043 0.132
H -4.333 5.231 0.090 0.004 0.002 0.000
H -5.011 6.174 1.420 -0.015 -0.020 0.023
H -5.146 3.549 1.575 -0.009 -0.039 0.067
H -5.627 4.483 3.747 0.010 -0.115 0.058
H -4.063 5.331 3.817 0.014 0.026 -0.072
C 4.446 -4.845 -2.942 0.267 -0.041 -0.165
C 3.655 -4.235 -4.070 0.002 -0.140 0.232
C 2.158 -4.433 -3.960 -0.047 0.145 -0.002
O 1.754 -4.464 -5.342 0.002 -0.110 0.048
C 2.806 -4.895 -6.070 0.010 0.014 -0.021
O 2.745 -5.238 -7.209 0.004 0.022 -0.031
O 3.936 -4.887 -5.331 -0.034 0.088 -0.022
H 4.505 -5.929 -3.050 -0.192 -0.013 0.015
H 5.467 -4.464 -2.927 -0.015 0.032 0.024
H 3.966 -4.592 -2.000 0.019 0.029 0.146
H 3.899 -3.177 -4.182 -0.062 0.014 -0.042
H 1.654 -3.628 -3.432 -0.036 0.031 -0.082
H 1.898 -5.387 -3.497 0.058 -0.017 0.010
```
Forces are in eV/Å.

Properties
E_tot = -43490.5111 eV
E_HOMO = -4.30 eV
Strongest force on any atom = 0.0348 hartree/bohr
Orbital gap = 6.42 eV
Total charge = -1